DFT (the ωB97M-V functional and the def2-TZVPD basis) results for a structure of composition C30H75F2N6NaO14S2Sn in a non-equilibrium geometry.

As for the total energy: -107258.691 eV. The LUMO energy is -9.3283 eV. The frontier orbital gap comes out at 2.2130 eV. The largest force on an atom comes out at 6.8 eV Å⁻¹. The HOMO energy comes out at -11.54 eV. Its net charge is +2.

Atoms and positions in Å:
Sn 28.9743 -11.5355 -8.3306
Na 32.5355 -9.3197 -7.8739
N 31.8562 -11.6713 -8.7441
S 32.0447 -12.0429 -10.3860
O 30.7237 -12.3397 -10.8972
O 33.1417 -12.8358 -10.8520
F 32.2944 -10.6080 -10.9683
S 32.5955 -12.8542 -8.0369
O 33.9051 -12.4667 -7.5683
O 32.3235 -14.1985 -8.4562
F 31.7922 -12.8142 -6.6481
C 32.6945 -2.7293 -6.4452
O 32.5440 -4.1058 -6.7685
C 32.8570 -4.9410 -5.6815
C 32.5594 -6.3848 -6.0577
N 33.1654 -6.9318 -7.2577
C 34.6468 -6.8412 -7.4317
C 35.0728 -7.2622 -8.8216
O 34.7808 -8.6207 -9.0828
C 35.0315 -9.0540 -10.3994
H 33.7235 -2.5667 -6.1141
H 32.0782 -2.4285 -5.5918
H 32.4312 -2.0598 -7.2582
H 32.3047 -4.6873 -4.7743
H 33.9063 -4.9841 -5.3588
H 31.4664 -6.3880 -6.1820
H 32.5953 -7.0836 -5.2148
H 32.9364 -6.1567 -7.8920
H 35.0247 -7.5232 -6.6624
H 34.9306 -5.8034 -7.2488
H 36.1292 -7.0953 -9.0303
H 34.4177 -6.6177 -9.4259
H 35.3538 -10.0968 -10.4279
H 35.8607 -8.4767 -10.8190
H 34.2702 -9.0259 -11.1855
C 28.7264 -14.0125 -1.3310
O 28.2599 -13.6829 -2.6270
C 28.7344 -12.4180 -3.0811
C 28.0865 -12.2663 -4.4590
N 28.7966 -13.0157 -5.5617
C 28.8261 -14.4790 -5.5435
C 29.0728 -14.9602 -6.9613
O 28.0980 -14.4786 -7.8750
C 26.7411 -14.8082 -7.5924
H 28.1146 -13.6106 -0.5195
H 29.7577 -13.6847 -1.1632
H 28.7744 -15.0738 -1.0838
H 29.8164 -12.5905 -3.1510
H 28.4071 -11.6688 -2.3581
H 28.1958 -11.2404 -4.8162
H 27.0367 -12.5527 -4.5003
H 29.7207 -12.9118 -5.1401
H 27.9584 -14.9357 -5.0645
H 29.6856 -14.7516 -4.9292
H 29.1632 -16.0504 -6.9915
H 30.0627 -14.6291 -7.2858
H 26.1794 -14.1544 -8.2625
H 26.2793 -14.6914 -6.6111
H 26.5766 -15.8282 -7.9475
C 26.6749 -18.3031 -14.5982
O 27.4988 -17.6626 -13.6348
C 27.7192 -18.4647 -12.4967
C 28.8993 -17.8690 -11.6892
N 28.4869 -16.5953 -11.0643
C 29.5086 -15.8661 -10.3574
C 30.7297 -15.5157 -11.2236
O 30.2804 -15.0317 -12.4500
C 31.2892 -14.5324 -13.2786
H 25.6780 -18.5608 -14.2327
H 27.2970 -19.1647 -14.8721
H 26.6057 -17.6453 -15.4622
H 27.9685 -19.4953 -12.7630
H 26.8041 -18.4158 -11.8987
H 29.8053 -17.8141 -12.2875
H 29.1393 -18.5179 -10.8377
H 27.5691 -16.5689 -10.6542
H 29.8728 -16.4538 -9.5026
H 29.1610 -14.8786 -10.0291
H 31.2897 -16.4599 -11.2213
H 31.2894 -14.7743 -10.6502
H 32.1629 -15.1257 -13.5706
H 31.5910 -13.5870 -12.8187
H 30.8612 -14.3063 -14.2579
C 32.2112 -14.6353 -3.6799
O 33.4054 -15.3750 -3.4996
C 34.4470 -15.1826 -4.4410
C 34.4040 -16.0393 -5.6963
N 34.9575 -17.3803 -5.4588
C 33.9283 -18.3661 -5.1682
C 33.2203 -19.0660 -6.3331
O 32.2952 -18.1629 -6.9346
C 32.0364 -18.4490 -8.2809
H 31.7905 -14.8963 -4.6506
H 32.3191 -13.5517 -3.5314
H 31.6463 -14.8731 -2.7766
H 35.3887 -15.2714 -3.8945
H 34.6075 -14.1559 -4.8072
H 35.1183 -15.5491 -6.3718
H 33.5003 -15.9562 -6.3002
H 35.4938 -17.3457 -4.6029
H 33.1390 -18.0606 -4.4607
H 34.3549 -19.1058 -4.4810
H 32.6107 -19.8979 -5.9687
H 34.0133 -19.4547 -6.9772
H 32.4044 -19.3756 -8.7399
H 32.4632 -17.6502 -8.8956
H 30.9887 -18.6113 -8.5666
C 34.3872 -17.8520 -13.4294
O 35.0377 -16.5850 -13.4997
C 35.3153 -16.0889 -12.2129
C 35.7274 -14.6334 -12.3397
N 37.0863 -14.4671 -12.7859
C 38.0324 -14.4074 -11.6878
C 39.4279 -14.1978 -12.2449
O 39.4980 -12.8662 -12.7430
C 40.3394 -12.6553 -13.8635
H 34.5827 -18.4478 -14.3209
H 33.3159 -17.6908 -13.2980
H 34.7546 -18.5320 -12.6544
H 36.1608 -16.6144 -11.7523
H 34.4703 -16.1532 -11.5162
H 35.5998 -14.1535 -11.3552
H 35.0260 -14.1567 -13.0289
H 37.2149 -13.5553 -13.2162
H 38.0368 -15.3865 -11.2032
H 37.8193 -13.5402 -11.0474
H 39.5499 -14.9162 -13.0628
H 40.2521 -14.3359 -11.5415
H 39.9867 -13.3159 -14.6616
H 41.3580 -12.9760 -13.6199
H 40.3049 -11.5952 -14.0937

Forces on the atoms, in the same order (eV/Å):
Sn 0.7 -2.4 0.5
Na 1.0 0.4 -0.2
N -1.2 0.7 -2.5
S -1.3 -0.1 -3.2
O 0.2 0.3 1.3
O -0.8 1.1 1.7
F 0.2 0.2 0.9
S 3.5 -3.2 4.8
O -1.3 -0.2 -1.4
O -0.1 1.4 -0.6
F -0.8 0.6 0.0
C 0.5 0.2 0.9
O 0.0 -0.2 0.0
C 0.8 -1.0 0.5
C -1.9 -0.2 1.2
N -0.1 1.0 -2.0
C -0.1 -1.1 1.8
C -1.0 0.6 -0.2
O -1.3 -0.7 0.6
C 1.5 -0.2 -1.3
H 0.1 0.2 -0.3
H -0.2 -0.3 0.0
H 0.1 -0.5 -0.4
H -0.3 0.1 -0.1
H 0.3 1.0 -0.3
H 0.0 -0.1 -0.7
H 0.9 0.3 0.2
H -0.8 -0.6 -0.5
H 0.7 0.3 -0.1
H 0.5 -0.2 0.0
H 0.0 0.3 0.1
H 0.5 -0.1 -0.7
H 0.1 0.0 0.6
H 0.1 0.0 0.1
H -0.8 0.6 0.7
C 0.6 -0.1 1.1
O -0.2 -0.6 0.3
C -1.1 -2.1 -0.1
C 0.0 0.4 -1.1
N 1.3 1.3 1.1
C -0.2 -0.8 -0.1
C 0.3 -0.6 0.4
O 0.5 1.3 0.5
C -0.8 -0.2 -1.5
H -0.2 0.5 -0.3
H 0.0 0.3 -0.2
H -0.4 -0.2 -0.9
H 0.2 1.1 0.0
H 0.4 0.5 -0.3
H -0.3 0.2 0.4
H 0.0 0.1 0.5
H 0.5 0.8 -1.2
H -0.1 0.3 -0.2
H -0.1 -0.5 -0.1
H -0.4 -0.1 0.0
H -0.2 0.3 -0.3
H -0.1 -0.1 0.0
H 0.9 0.2 0.4
H -0.1 -0.1 0.2
C 1.3 -0.2 0.0
O -0.1 0.4 0.3
C 0.7 1.0 0.2
C -1.6 0.1 1.0
N 1.0 0.5 -1.0
C -0.1 0.4 -0.6
C -0.7 -1.0 0.9
O 0.1 -1.1 0.0
C 0.1 1.3 -0.8
H 0.1 -0.1 0.1
H -0.9 -0.4 -0.4
H -0.1 0.1 0.1
H -0.2 -0.1 0.0
H 0.0 -0.5 0.3
H -0.2 0.5 -0.2
H 0.0 -0.6 -0.2
H 0.0 -0.3 0.0
H 0.2 0.3 0.4
H -0.6 -0.3 0.3
H 0.6 0.3 -0.9
H 0.3 -0.1 -0.2
H -0.1 -0.6 0.9
H 0.6 0.0 -0.4
H -0.4 0.1 0.2
C 1.0 -0.2 0.9
O 0.1 0.6 0.0
C 0.1 1.0 -0.5
C 1.9 0.5 0.0
N -1.6 -0.4 -0.3
C -1.0 -1.2 1.3
C 0.5 0.2 1.1
O 0.3 -0.4 -0.5
C -0.2 -0.1 -1.6
H -0.6 0.1 0.1
H 0.5 0.2 -0.7
H -0.7 -0.6 -0.5
H 0.0 -0.8 0.0
H -1.0 0.4 0.3
H 0.1 0.1 0.1
H -0.4 -0.7 0.5
H 0.4 0.2 -0.2
H -0.2 0.9 -0.4
H 0.4 -0.5 -0.7
H 0.4 -0.2 0.2
H -0.3 0.2 -0.6
H 0.8 -0.1 0.9
H -0.2 0.1 -0.1
H -0.4 0.7 0.7
C 0.2 -0.2 -0.3
O -0.3 -0.9 0.4
C 0.7 0.7 0.1
C -0.5 0.2 0.4
N 0.5 0.7 -0.4
C 0.8 -0.4 -0.2
C 0.2 0.3 -0.8
O -0.6 0.4 0.2
C 0.0 -1.1 0.6
H -0.2 0.5 -0.4
H -0.1 -0.2 0.0
H 0.1 0.5 0.5
H -0.1 -0.3 0.0
H -0.3 -0.2 -0.2
H -0.2 0.0 0.0
H 0.1 0.1 -0.1
H -0.4 -0.2 -0.4
H -0.1 0.3 0.6
H -0.1 -0.4 0.6
H 0.1 0.0 -0.1
H -0.2 -0.2 0.3
H 0.1 0.4 -0.4
H 0.1 0.3 -0.1
H 0.0 -0.1 -0.2

Mulliken atomic charge list, values in e, 8 entries:
1. Sn 1.3953
2. Na 0.6958
3. N -0.2955
4. S 1.0506
5. O -0.7020
6. O -0.2885
7. F -0.3128
8. S 0.9502

DFT (the ωB97M-V functional and the def2-TZVPD basis) results for a structure of composition C5H10BrN in a non-equilibrium geometry.

As for the total energy: -76877.281 eV. The LUMO energy is 0.7845 eV. The frontier orbital gap comes out at 9.1000 eV. The energy above the lowest of the compared OMol25 structures with the same formula, charge and spin comes out at 1.535 eV. The largest force on an atom comes out at 4.7 eV Å⁻¹. The HOMO energy comes out at -8.32 eV. Its net charge is 0.

Atoms and positions in Å:
C 0.7047 -0.7451 -0.1133
C -0.8620 0.1331 -1.9277
C -1.1399 0.6928 0.7213
C 2.4099 -0.4328 -1.1045
C -0.2812 0.3233 -0.5218
N 0.9236 -1.5462 0.8002
Br 3.6718 0.0548 0.1805
H -1.3467 -0.8104 -2.0020
H -0.1092 0.2562 -2.6891
H -1.5980 0.8767 -2.0196
H -1.5882 -0.1137 1.3291
H -0.5569 1.2007 1.4980
H -1.8510 1.4098 0.4355
H 2.1873 0.3855 -1.8380
H 2.4396 -1.4640 -1.4794
H 0.3846 1.1781 -0.6429
H 0.3014 -1.7716 1.5824

Forces on the atoms, in the same order (eV/Å):
C 3.4 1.3 -1.4
C 0.2 -0.4 1.5
C 0.6 -0.8 0.4
C -4.6 -0.7 0.4
C 1.0 -0.2 1.4
N 0.0 -0.4 0.3
Br 0.5 0.0 0.2
H -0.4 -0.9 -0.3
H 0.2 -0.1 -0.2
H -1.0 1.1 -0.5
H -0.2 0.0 -1.0
H 0.5 0.0 -0.5
H -1.4 0.8 -0.3
H 0.5 -1.0 0.6
H 0.8 0.7 -0.1
H 0.1 0.2 0.1
H -0.4 0.4 -0.7

natural (NBO) atomic charge list, values in e, 8 entries:
1. C 0.4306
2. C -0.5880
3. C -0.6124
4. C -0.5887
5. C -0.3209
6. N -0.6739
7. Br 0.0550
8. H 0.2089